A structure of composition C39H40CoN3O2. Source: OMol25; level of theory: the ωB97M-V functional and the def2-TZVPD basis.

Atoms and positions in Å:
1 Co 0.00654 0.10737 0.83025
2 O -1.71209 0.00465 0.66144
3 C -2.69648 0.91569 0.19057
4 C -2.46977 2.23449 0.95839
5 C -1.17226 2.94602 0.66891
6 C -1.19859 4.28340 0.31210
7 C -0.01310 4.96848 0.13389
8 C 1.18013 4.30081 0.33207
9 C 1.16761 2.96597 0.69626
10 C 2.47478 2.28437 1.01069
11 C 2.69643 0.95221 0.26734
12 O 1.73351 0.05480 0.78690
13 C 2.47822 1.09830 -1.23754
14 C 2.80537 2.26436 -1.91953
15 C 2.63748 2.34646 -3.29520
16 C 2.13890 1.26691 -4.00830
17 C 1.81237 0.09681 -3.33907
18 C 1.98251 0.01747 -1.96421
19 C 4.08740 0.41865 0.60444
20 C 5.11847 0.37743 -0.32467
21 C 6.36936 -0.10779 0.04113
22 C 6.59866 -0.55571 1.33176
23 C 5.56744 -0.52903 2.26218
24 C 4.31988 -0.04644 1.89878
25 N 0.00068 2.29813 0.84383
26 C -4.07770 0.38075 0.56267
27 C -4.27052 -0.13781 1.84210
28 C -5.51483 -0.60790 2.23294
29 C -6.58215 -0.56549 1.34553
30 C -6.39450 -0.05775 0.07000
31 C -5.14807 0.41673 -0.32189
32 C -2.53191 1.06059 -1.32073
33 C -2.63787 2.27467 -1.98443
34 C -2.47067 2.34160 -3.36313
35 C -2.21701 1.19539 -4.09661
36 C -2.15116 -0.03146 -3.44795
37 C -2.29948 -0.09185 -2.07209
38 H -2.47998 1.96799 2.01852
39 H -3.31093 2.90116 0.78060
40 H -2.14743 4.79058 0.20288
41 H -0.01796 6.01409 -0.14428
42 H 2.12330 4.82021 0.23365
43 H 2.49745 2.04554 2.07688
44 H 3.30354 2.95861 0.80938
45 H 3.21363 3.11537 -1.39024
46 H 2.90637 3.25767 -3.81341
47 H 2.01928 1.33250 -5.08161
48 H 1.44658 -0.75870 -3.89239
49 H 1.76257 -0.91029 -1.44679
50 H 4.95739 0.72331 -1.33747
51 H 7.16467 -0.13555 -0.69219
52 H 7.57953 -0.91287 1.61644
53 H 5.74010 -0.87222 3.27443
54 H 3.51949 -0.02049 2.63044
55 H -3.44275 -0.16281 2.54284
56 H -5.65769 -0.99497 3.23383
57 H -7.55826 -0.91818 1.65121
58 H -7.21910 -0.03183 -0.63023
59 H -5.01674 0.81447 -1.32002
60 H -2.88498 3.17965 -1.44797
61 H -2.54712 3.29730 -3.86480
62 H -2.09437 1.25175 -5.17010
63 H -2.00927 -0.94043 -4.01859
64 H -2.28502 -1.05056 -1.56781
65 C 1.42226 -4.34887 1.28400
66 C 1.47559 -2.80250 1.22225
67 N 0.11203 -2.25171 1.22040
68 C -0.56743 -2.61478 2.47441
69 C -0.65596 -4.15400 2.60842
70 N -0.02222 -4.75727 1.38719
71 C -0.75992 -4.32301 0.15596
72 C -0.65435 -2.78220 0.07634
73 H 1.94737 -4.74593 2.14970
74 H 1.83320 -4.80805 0.38797
75 H 2.00092 -2.46417 0.33205
76 H 2.01139 -2.39838 2.07849
77 H -1.55900 -2.16366 2.47819
78 H -0.00067 -2.20195 3.30710
79 H -1.68281 -4.50807 2.66404
80 H -0.11434 -4.52133 3.47733
81 H -0.07286 -5.77276 1.46160
82 H -1.79015 -4.66117 0.24210
83 H -0.30135 -4.81271 -0.69996
84 H -1.64340 -2.33033 0.09600
85 H -0.15827 -2.47975 -0.84565

The LUMO energy (spin up / spin down) comes out at -5.03 / -7.09 eV. The largest force on an atom comes out at 0.6 eV Å⁻¹. As for the total charge: +2. The HOMO-LUMO gap (spin up / spin down) comes out at 8.545 / 6.470 eV. Its multiplicity is 5.

=====

A structure of composition C39H40CrGeN2O3P2S. Source: OMol25; level of theory: the ωB97M-V functional and the def2-TZVPD basis.

Atoms and positions in Å:
1 Cr -0.15287 -0.32063 -0.05743
2 O -0.07153 0.45566 -1.99261
3 S -0.26502 -0.89609 -2.59800
4 O -1.22452 -0.99253 -3.64205
5 O -0.48584 -1.77592 -1.39424
6 C 1.29630 -1.48106 -3.16388
7 C 1.36188 -2.12875 -4.38338
8 C 2.54865 -2.74998 -4.74638
9 C 3.63431 -2.72458 -3.88401
10 C 3.55960 -2.05670 -2.66445
11 C 2.38897 -1.41770 -2.28712
12 P 2.31804 -0.32427 -0.80989
13 C 2.95623 1.23489 -1.52817
14 C 3.59143 1.29296 -2.76692
15 C 4.06746 2.50424 -3.25359
16 C 3.91650 3.66854 -2.51474
17 C 3.27434 3.62290 -1.28645
18 C 2.79044 2.41630 -0.80496
19 C 3.65627 -0.96046 0.24881
20 C 3.52395 -2.25363 0.76090
21 C 4.48267 -2.76916 1.61849
22 C 5.58098 -1.99437 1.97606
23 C 5.71797 -0.70996 1.47085
24 C 4.75832 -0.19009 0.60947
25 H 0.48701 -2.15572 -5.02286
26 H 2.61940 -3.26272 -5.69862
27 H 4.55709 -3.21948 -4.16415
28 H 4.42523 -2.02377 -2.01445
29 H 3.72023 0.40222 -3.36825
30 H 4.55418 2.53309 -4.22011
31 H 4.29271 4.60887 -2.89806
32 H 3.14145 4.52725 -0.70264
33 H 2.28964 2.39463 0.14445
34 H 2.67591 -2.86530 0.47366
35 H 4.37810 -3.77456 2.00704
36 H 6.33465 -2.39860 2.64033
37 H 6.57997 -0.11068 1.74017
38 H 4.86876 0.81330 0.21244
39 N -0.37060 0.26276 2.96577
40 P 0.04495 1.30377 1.66208
41 C 1.52782 2.05145 2.41938
42 C 2.54903 1.17607 2.79862
43 C 3.69073 1.65681 3.41409
44 C 3.82492 3.02016 3.65411
45 C 2.81321 3.89389 3.28462
46 C 1.65998 3.41358 2.67165
47 C -1.13852 2.66854 1.68022
48 C -1.07921 3.55898 0.60781
49 C -1.96209 4.62514 0.54061
50 C -2.91432 4.79684 1.53878
51 C -2.97904 3.90618 2.60222
52 C -2.09042 2.84080 2.67560
53 C -0.27814 -1.09620 2.80474
54 C -0.32073 -1.96287 3.89890
55 C -0.24154 -3.31663 3.67895
56 C -0.13666 -3.80186 2.37444
57 C -0.10760 -2.89616 1.34961
58 N -0.15491 -1.55401 1.54369
59 H -0.26476 0.59307 3.91050
60 H 2.44947 0.11141 2.60888
61 H 4.47888 0.97087 3.70324
62 H 4.71688 3.39917 4.13791
63 H 2.91504 4.95440 3.47727
64 H 0.87427 4.10047 2.38867
65 H -0.34782 3.40667 -0.18243
66 H -1.91748 5.31612 -0.29239
67 H -3.61383 5.62261 1.48209
68 H -3.72627 4.03948 3.37518
69 H -2.15752 2.14030 3.50038
70 H -0.41834 -1.55761 4.89891
71 H -0.27362 -4.00164 4.51762
72 H -0.09359 -4.86163 2.16376
73 H -0.06181 -3.21671 0.31775
74 C -3.35153 -2.91836 -0.51169
75 Ge -3.58762 -0.98494 -0.37844
76 C -4.33744 -0.21701 -2.00593
77 C -4.95326 -0.74679 1.01614
78 C -2.10684 0.16348 0.29424
79 H -4.35297 -3.34781 -0.57918
80 H -2.86633 -3.31557 0.38360
81 H -2.77840 -3.21492 -1.39059
82 H -5.29068 -0.71483 -2.20425
83 H -3.69004 -0.33509 -2.87462
84 H -4.52966 0.84584 -1.84237
85 H -5.89535 -1.18806 0.67414
86 H -5.12691 0.31309 1.22506
87 H -4.66303 -1.24247 1.94839
88 H -2.34217 0.27951 1.35289
89 H -2.29384 1.13176 -0.18398

The LUMO energy (spin up / spin down) comes out at -3.23 / -2.77 eV. The largest force on an atom comes out at 1.0 eV Å⁻¹. As for the total charge: +1. The HOMO-LUMO gap (spin up / spin down) comes out at 7.918 / 8.316 eV. For the relative energy (zero: lowest compared OMol25 entry of this formula, charge and spin), the calculation gives 0.0 kcal per mole. Its multiplicity is 2.

=====

no.,DFT total energy (eV)
1,-87270.47007
2,-164561.22851